No. 1
{
  "formula": "C27H48BrMnN8O6P2S",
  "method": "the ωB97M-V functional and the def2-TZVPD basis",
  "relative_energy_kcal_mol": 12.7,
  "gap_ev": [6.1454, 7.6151],
  "homo_energy_ha": [-0.4681, -0.4685],
  "charge": 2,
  "multiplicity": 5,
  "elements": ["Mn", "C", "N", "C", "P", "O", "O", "P", "O", "N", "C", "C", "N", "C", "C", "N", "C", "C", "H", "H", "H", "H", "H", "H", "H", "H", "H", "H", "H", "H", "H", "H", "H", "H", "H", "H", "H", "H", "H", "H", "H", "H", "Br", "C", "C", "C", "C", "C", "C", "C", "O", "O", "H", "H", "H", "H", "N", "C", "S", "N", "C", "C", "C", "C", "C", "C", "H", "H", "H", "H", "H", "H", "H", "H", "C", "N", "C", "C", "O", "N", "C", "C", "H", "H", "H", "H", "H", "H", "H", "H", "H", "H", "H", "H"],
  "positions_angstrom": [[0.5156, -0.8163, 0.5245], [-2.0637, 1.0332, 3.1881], [-2.9669, 0.2797, 2.3121], [-4.1117, 1.0203, 1.7933], [-2.4808, -1.1415, 1.7089], [-0.9839, -1.3128, 1.7327], [-3.0064, -1.2002, 0.1763], [-2.2095, -0.6334, -1.1219], [-0.8916, -0.1084, -0.6245], [-3.1297, 0.5607, -1.7150], [-2.5157, 1.3672, -2.7757], [-4.5866, 0.6278, -1.6766], [-2.0223, -1.8436, -2.1856], [-3.1765, -2.3208, -2.9520], [-0.9668, -2.8421, -2.0315], [-3.1771, -2.3831, 2.4896], [-2.7622, -3.7460, 2.1637], [-4.5358, -2.2917, 3.0238], [-2.6571, 1.7632, 3.7342], [-1.2777, 1.5563, 2.6245], [-1.5923, 0.3799, 3.9171], [-4.6257, 1.4992, 2.6271], [-4.8166, 0.3482, 1.3112], [-3.8021, 1.7850, 1.0758], [-1.4287, 1.2958, -2.7208], [-2.8140, 2.4077, -2.6415], [-2.8464, 1.0259, -3.7601], [-4.9903, -0.0986, -0.9773], [-5.0048, 0.4266, -2.6664], [-4.8980, 1.6285, -1.3725], [-3.8757, -1.5122, -3.1468], [-3.6980, -3.1251, -2.4260], [-2.8232, -2.6985, -3.9108], [-0.0393, -2.3695, -1.7036], [-0.7794, -3.2939, -3.0053], [-1.2629, -3.6356, -1.3367], [-1.7206, -3.7540, 1.8482], [-3.3875, -4.1721, 1.3751], [-2.8575, -4.3639, 3.0561], [-4.7404, -1.2812, 3.3648], [-4.6165, -2.9618, 3.8790], [-5.2786, -2.5869, 2.2785], [8.0723, -0.0893, -2.8580], [6.2278, -0.0724, -2.4891], [5.7115, -0.9692, -1.5598], [4.3566, -0.9552, -1.2892], [3.5231, -0.0496, -1.9400], [4.0545, 0.8439, -2.8708], [5.4077, 0.8354, -3.1492], [2.0765, 0.0103, -1.6521], [1.3163, 0.8338, -2.1235], [1.6589, -1.0212, -0.8726], [6.3690, -1.6655, -1.0607], [3.9407, -1.6435, -0.5660], [3.3962, 1.5373, -3.3758], [5.8284, 1.5202, -3.8712], [0.3031, 2.9210, -0.1105], [0.8462, 2.6798, 1.0790], [1.7636, 1.2540, 1.3158], [0.6909, 3.5773, 2.0562], [1.1647, 3.4376, 3.4030], [2.5004, 3.1910, 3.6723], [2.9050, 3.0525, 4.9911], [1.9925, 3.1857, 6.0270], [0.6642, 3.4723, 5.7484], [0.2464, 3.5960, 4.4326], [0.4871, 2.2556, -0.8603], [-0.1039, 3.8134, -0.3432], [0.1687, 4.4191, 1.8536], [3.2138, 3.1077, 2.8661], [3.9464, 2.8611, 5.2087], [2.3220, 3.0947, 7.0524], [-0.0451, 3.6071, 6.5531], [-0.7856, 3.8263, 4.2064], [1.2367, -1.0756, 4.1374], [1.4505, -2.4589, 3.7530], [1.0777, -3.4412, 4.7596], [1.8342, -2.7936, 2.5044], [1.6588, -2.0133, 1.5137], [2.4198, -3.9782, 2.2723], [3.3050, -4.6263, 3.2365], [2.5714, -4.4412, 0.9011], [1.7275, -0.8983, 5.0970], [0.1705, -0.8742, 4.2473], [1.6568, -0.3917, 3.4046], [0.1315, -3.1261, 5.2019], [1.8192, -3.5174, 5.5562], [0.9378, -4.4162, 4.3010], [3.4536, -3.9944, 4.1040], [4.2736, -4.7798, 2.7600], [2.9148, -5.5942, 3.5512], [1.7843, -4.0327, 0.2733], [2.5137, -5.5289, 0.8943], [3.5377, -4.1359, 0.4939]]
}

No. 2
{
  "formula": "C27H48F6N2NbO8",
  "method": "the ωB97M-V functional and the def2-TZVPD basis",
  "relative_energy_kcal_mol": 0.0,
  "gap_ev": 6.9713,
  "homo_energy_ha": -0.1819,
  "charge": -1,
  "multiplicity": 1,
  "elements": ["C", "C", "O", "C", "C", "Nb", "C", "C", "N", "C", "C", "C", "C", "N", "C", "C", "O", "C", "C", "C", "O", "O", "C", "C", "C", "C", "C", "O", "C", "F", "F", "C", "F", "F", "C", "F", "F", "C", "O", "O", "H", "H", "H", "H", "H", "H", "H", "H", "H", "H", "H", "H", "H", "H", "H", "H", "H", "H", "H", "H", "H", "H", "H", "H", "H", "H", "H", "H", "H", "H", "H", "H", "H", "H", "H", "H", "H", "H", "H", "H", "C", "C", "C", "O", "H", "H", "H", "H", "H", "H", "H", "H"],
  "positions_angstrom": [[3.1219, -3.4999, -0.0553], [3.8157, -2.2499, 0.4452], [3.0186, -1.1368, 0.1028], [3.5836, 0.1004, 0.4898], [2.5288, 1.1794, 0.3007], [0.9244, 1.4924, 1.8989], [-0.7094, 1.6315, 3.5400], [-0.2434, 1.4889, 4.9284], [-0.4578, 0.5465, 5.7707], [0.0806, 3.4576, 1.1603], [-1.3059, 3.6777, 0.5280], [-2.5152, 2.9909, 1.1642], [-3.7065, 2.9246, 0.1944], [-4.4779, 1.6680, 0.2935], [-5.5475, 1.6322, 1.1884], [-6.7347, 2.4685, 0.7790], [-5.5764, 0.9232, 2.1793], [1.3239, -0.4414, 2.9934], [0.8499, -1.7741, 2.3556], [-0.4540, -2.2561, 2.9223], [-0.7201, -2.3133, 4.0961], [-1.3254, -2.7093, 1.9647], [2.3336, 2.6852, 3.1974], [3.5684, 3.4995, 2.7780], [3.3138, 4.6088, 1.7634], [4.7878, 2.6541, 2.3918], [-0.5205, 0.5767, 0.3394], [-1.4096, -0.1142, 0.8169], [-0.6399, 0.6929, -1.2217], [0.1139, 1.7136, -1.7095], [-1.9375, 0.9900, -1.5335], [-0.2707, -0.6294, -1.9635], [-1.4114, -1.3077, -2.2514], [0.4796, -1.4125, -1.1638], [0.4962, -0.4558, -3.3003], [1.6872, 0.1193, -3.0662], [-0.2273, 0.3464, -4.1179], [0.7427, -1.8191, -3.9766], [1.7754, -2.4127, -3.8461], [-0.3021, -2.2197, -4.6864], [3.0393, -3.4731, -1.1416], [2.1159, -3.5607, 0.3559], [3.6794, -4.3901, 0.2395], [3.9380, -2.2865, 1.5357], [4.8018, -2.1536, -0.0282], [4.4539, 0.2971, -0.1628], [3.9855, 0.0443, 1.5080], [2.1022, 0.9777, -0.6820], [3.0166, 2.1543, 0.2197], [-1.5320, 0.9366, 3.3449], [-1.1221, 2.6408, 3.4436], [0.3907, 2.2937, 5.3102], [-1.0263, -0.1877, 5.3447], [0.1968, 4.1673, 1.9858], [0.8253, 3.7664, 0.4135], [-1.5341, 4.7535, 0.5481], [-1.2924, 3.4491, -0.5405], [-2.8342, 3.5709, 2.0338], [-2.3057, 1.9882, 1.5164], [-3.3659, 3.0289, -0.8360], [-4.3939, 3.7496, 0.3804], [-3.8678, 0.8778, 0.4768], [-7.4619, 2.4808, 1.5849], [-6.4295, 3.4777, 0.5098], [-7.1803, 2.0213, -0.1092], [2.4125, -0.5108, 3.1201], [0.9400, -0.4477, 4.0149], [1.5796, -2.5532, 2.6109], [0.7850, -1.7631, 1.2743], [-2.1163, -2.1542, 1.9799], [1.6596, 3.3891, 3.7004], [2.6651, 1.9622, 3.9524], [3.8966, 4.0356, 3.6809], [3.2734, 4.2474, 0.7354], [2.3923, 5.1466, 1.9857], [4.1293, 5.3357, 1.8156], [4.7905, 1.7122, 2.9389], [5.7036, 3.1891, 2.6560], [4.8420, 2.4569, 1.3212], [-0.1838, -3.1754, -4.8662], [-1.3866, -6.8878, -6.6699], [-1.6990, -5.6633, -5.8263], [-3.0234, -5.0253, -6.2122], [-0.6373, -4.7092, -5.9264], [-1.3116, -6.6112, -7.7254], [-0.4353, -7.3268, -6.3703], [-2.1668, -7.6427, -6.5695], [-1.7248, -5.9440, -4.7732], [-2.9950, -4.6959, -7.2548], [-3.2232, -4.1526, -5.5911], [-3.8474, -5.7303, -6.0988], [-0.5707, -4.4226, -6.8438]]
}

No. 3
{
  "formula": "C27H48InNO14",
  "method": "the ωB97M-V functional and the def2-TZVPD basis",
  "gap_ev": 1.9776,
  "homo_energy_ha": -0.4983,
  "charge": 2,
  "multiplicity": 1,
  "elements": ["In", "C", "C", "O", "H", "H", "H", "H", "H", "C", "C", "C", "O", "C", "O", "O", "H", "H", "H", "H", "H", "H", "C", "C", "C", "O", "C", "O", "O", "H", "H", "H", "H", "H", "H", "C", "C", "C", "O", "C", "O", "O", "H", "H", "H", "H", "H", "H", "C", "C", "C", "O", "C", "O", "O", "H", "H", "H", "H", "H", "H", "C", "C", "C", "C", "C", "C", "N", "O", "C", "C", "C", "H", "H", "H", "H", "H", "H", "H", "H", "H", "H", "H", "H", "H", "H", "H", "H", "H", "H", "H"],
  "positions_angstrom": [[-24.0917, -13.0474, -20.1497], [-26.5503, -11.6415, -23.9276], [-25.0580, -11.4570, -23.7837], [-24.4986, -11.5452, -22.6110], [-26.9450, -11.7591, -24.9338], [-26.9944, -10.7565, -23.4652], [-26.8880, -12.5251, -23.3754], [-24.7149, -10.5227, -24.3077], [-24.4678, -12.2002, -24.4214], [-24.9839, -7.4943, -25.6741], [-26.0080, -7.5781, -24.5365], [-26.0335, -6.4212, -23.5877], [-27.4517, -6.3043, -23.3044], [-28.1256, -6.6971, -24.4159], [-29.2778, -6.5067, -24.6077], [-27.2867, -7.3924, -25.2269], [-23.9838, -7.5030, -25.2260], [-25.0837, -6.5026, -26.1098], [-25.1034, -8.2968, -26.3927], [-26.0022, -8.5906, -24.1240], [-25.7573, -5.4525, -24.0070], [-25.5283, -6.5728, -22.6413], [-29.4937, -8.7931, -20.5549], [-28.0911, -9.0349, -20.0917], [-27.0155, -9.2701, -21.2027], [-26.1746, -8.1475, -21.0655], [-26.5255, -7.3818, -19.9878], [-26.0250, -6.3431, -19.7440], [-27.5671, -7.9460, -19.3398], [-29.5839, -7.8505, -21.1032], [-30.1630, -8.6507, -19.7044], [-29.8833, -9.6178, -21.1514], [-28.0247, -9.9245, -19.4557], [-27.5785, -9.2629, -22.1392], [-26.4483, -10.1902, -21.0611], [-25.3483, -15.3990, -26.4110], [-24.0380, -15.5819, -25.6977], [-23.1483, -14.3089, -25.7140], [-22.8574, -14.0808, -24.3441], [-23.6385, -14.8450, -23.5672], [-23.7747, -14.6812, -22.3865], [-24.3228, -15.7205, -24.2862], [-26.0339, -14.6378, -26.0407], [-25.8614, -16.3583, -26.4991], [-25.1519, -15.1168, -27.4503], [-23.4601, -16.4083, -26.1040], [-23.6823, -13.4634, -26.1556], [-22.2431, -14.4830, -26.2891], [-27.5071, -10.7326, -27.7965], [-26.7569, -11.1264, -29.0534], [-25.5405, -12.0092, -28.8522], [-26.1645, -13.3189, -28.7389], [-27.3438, -13.2898, -29.4023], [-28.0264, -14.2369, -29.6081], [-27.6146, -12.0235, -29.7890], [-26.9091, -10.0010, -27.2341], [-27.7044, -11.5649, -27.1223], [-28.3789, -10.1496, -28.0858], [-26.5556, -10.2253, -29.6260], [-24.9498, -11.8570, -27.9521], [-24.8962, -12.1204, -29.7245], [-30.5422, -15.6480, -27.8943], [-31.5611, -15.0848, -26.8528], [-32.0368, -16.1608, -25.8704], [-31.1613, -16.3606, -24.6518], [-30.8957, -14.9974, -23.9889], [-30.2349, -14.0174, -24.9828], [-31.0388, -13.9198, -26.1640], [-30.6057, -12.9542, -27.0397], [-30.1853, -12.6141, -24.3400], [-28.7448, -14.4318, -25.1485], [-32.7835, -14.7374, -27.7354], [-29.5532, -15.8591, -27.4641], [-30.2879, -14.9381, -28.6770], [-30.8782, -16.6414, -28.1765], [-33.0352, -15.8558, -25.5393], [-32.2260, -17.1226, -26.3481], [-30.2167, -16.8714, -24.8421], [-31.6910, -16.9364, -23.8907], [-30.1578, -15.1892, -23.2132], [-31.8249, -14.5601, -23.6289], [-31.1082, -12.0321, -24.3297], [-29.6687, -12.6467, -23.3855], [-29.5901, -11.9740, -25.0068], [-28.6295, -15.3018, -25.7931], [-28.2036, -13.6898, -25.7491], [-28.2757, -14.4985, -24.1729], [-33.0678, -15.6085, -28.3208], [-32.5212, -13.9268, -28.4150], [-33.6832, -14.4788, -27.1734], [-31.3025, -12.2803, -27.1070]]
}

No. 4
{
  "formula": "C27H48N4O6S",
  "method": "the ωB97M-V functional and the def2-TZVPD basis",
  "smiles": "CC(=O)N(C(C)=O)c1cccc2nc(S)c(C[C@H](O)CN)nc12.CCOCC.CCOCC.CCOCC",
  "gap_ev": 6.9956,
  "homo_energy_ha": -0.3214,
  "multiplicity": 1,
  "elements": ["C", "C", "O", "N", "C", "C", "O", "C", "C", "C", "C", "C", "N", "C", "S", "C", "C", "C", "O", "C", "N", "N", "C", "H", "H", "H", "H", "H", "H", "H", "H", "H", "H", "H", "H", "H", "H", "H", "H", "H", "H", "C", "C", "O", "C", "C", "H", "H", "H", "H", "H", "H", "H", "H", "H", "H", "C", "C", "O", "C", "C", "H", "H", "H", "H", "H", "H", "H", "H", "H", "H", "C", "C", "O", "C", "C", "H", "H", "H", "H", "H", "H", "H", "H", "H", "H"],
  "positions_angstrom": [[7.1057, 5.8682, 0.1185], [5.9097, 5.3615, -0.9370], [5.0268, 6.2974, -1.2860], [5.9392, 3.9160, -1.3173], [5.7017, 3.6170, -2.7619], [4.5350, 4.1954, -3.7524], [6.5361, 2.6991, -3.3287], [5.2628, 2.9897, -0.3506], [6.2792, 2.1502, 0.6800], [5.6866, 1.1391, 1.8283], [4.0561, 0.9845, 1.9206], [2.9742, 1.7644, 0.9103], [1.5253, 1.4431, 1.1489], [0.7321, 2.2347, 0.1461], [-1.1587, 1.9632, 0.2200], [1.2785, 3.2884, -0.9673], [0.2808, 4.1201, -2.0196], [0.2859, 5.7415, -1.7778], [1.3466, 6.3474, -2.5982], [0.5227, 6.2091, -0.2237], [-0.3298, 5.4889, 0.8004], [2.7477, 3.5617, -1.1249], [3.6179, 2.7718, -0.1935], [8.1126, 5.4954, -0.3597], [7.0588, 7.0470, 0.2432], [6.9585, 5.3045, 1.1575], [3.6758, 3.3695, -3.8309], [4.0039, 5.1733, -3.3981], [4.9887, 4.2966, -4.8466], [7.4563, 2.2808, 0.6137], [6.4284, 0.5820, 2.5578], [3.6428, 0.2514, 2.7573], [-1.3707, 1.0547, -0.8592], [0.7462, 3.9274, -3.1026], [-0.8063, 3.6928, -2.0600], [-0.7508, 6.2072, -2.1223], [1.5865, 7.2024, -2.0967], [0.2063, 7.3577, -0.1684], [1.6812, 6.1824, 0.0509], [-1.0818, 4.9155, 0.3496], [0.3045, 4.8161, 1.2936], [-0.3809, -2.0992, 2.2311], [-1.6105, -1.8336, 1.3802], [-1.5821, -2.4998, 0.1207], [-1.5400, -3.9242, 0.1546], [-2.7536, -4.5472, 0.8223], [0.5336, -1.8938, 1.6648], [-0.3924, -1.4717, 3.1269], [-0.3364, -3.1435, 2.5547], [-1.6599, -0.7610, 1.1623], [-2.5282, -2.0828, 1.9221], [-0.6108, -4.2670, 0.6210], [-1.5057, -4.2576, -0.8881], [-2.7813, -4.3205, 1.8913], [-2.7341, -5.6358, 0.7120], [-3.6786, -4.1624, 0.3818], [-0.7014, -2.1180, -3.0498], [-0.6347, -3.2640, -4.0442], [-1.8602, -3.9814, -4.1643], [-2.9873, -3.2430, -4.6294], [-2.8037, -2.6807, -6.0283], [-1.0845, -2.4647, -2.0844], [0.2904, -1.6810, -2.9021], [-1.3682, -1.3238, -3.3990], [0.1137, -3.9850, -3.6970], [-0.2989, -2.9168, -5.0263], [-3.2473, -2.4546, -3.9158], [-3.8309, -3.9414, -4.6418], [-2.0324, -1.9063, -6.0490], [-3.7361, -2.2332, -6.3860], [-2.4971, -3.4669, -6.7250], [-3.9429, -5.2811, 6.5156], [-4.6087, -4.0748, 5.8766], [-4.6635, -4.1457, 4.4543], [-5.4046, -5.2293, 3.8989], [-6.8751, -5.2109, 4.2783], [-2.9631, -5.4673, 6.0636], [-3.8140, -5.1228, 7.5901], [-4.5418, -6.1868, 6.3803], [-4.0221, -3.1820, 6.1200], [-5.6093, -3.9106, 6.2885], [-4.9387, -6.1843, 4.1624], [-5.3236, -5.1339, 2.8108], [-7.0140, -5.3978, 5.3464], [-7.4213, -5.9845, 3.7300], [-7.3207, -4.2365, 4.0557]]
}